ORCA calculation (the ωB97M-V functional and the def2-TZVPD basis) on a structure of composition CdN4O12 at a distorted geometry.

Properties
Total charge: -2
Relative energy (zero: lowest compared OMol25 entry of this formula, charge and spin) in kcal per mole: 71.5
Kohn-Sham gap in eV: 8.641
HOMO in eV: -2.51

Positions of all 17 atoms, in Å:
Cd (0.24, 0.25, 0.21)
N (0.58, 1.40, -2.78)
O (0.21, 1.45, -1.59)
O (1.69, 1.02, -3.17)
O (-0.16, 1.61, -3.66)
N (-2.65, -0.61, 1.12)
O (-2.56, -1.58, 1.79)
O (-3.32, 0.24, 1.64)
O (-1.80, -0.45, 0.26)
N (2.13, -1.27, -1.06)
O (2.44, -0.70, 0.01)
O (2.90, -1.37, -2.00)
O (0.95, -1.34, -1.17)
N (-0.11, 0.40, 2.68)
O (-0.87, 0.09, 3.63)
O (0.62, -0.45, 2.18)
O (-0.29, 1.31, 1.92)

ORCA calculation (the ωB97M-V functional and the def2-TZVPD basis) on a cluster of 2 separate species, C6H6INO in total at a distorted geometry.

Properties
Relative energy (zero: lowest compared OMol25 entry of this formula, charge and spin) in kcal per mole: 86.6
Kohn-Sham gap in eV: 8.186
HOMO in eV: -8.51

Positions of all 15 atoms, in Å:
C (0.21, -1.06, -1.58)
C (0.80, -1.05, -0.19)
I (2.51, 0.26, 0.11)
C (0.61, -1.84, 0.83)
N (0.65, -2.54, 1.82)
H (-0.71, -1.82, -1.68)
H (0.05, -0.12, -1.97)
H (1.01, -1.38, -2.11)
H (0.09, -2.05, 2.52)
C (-0.57, 3.35, 0.05)
C (-0.27, 2.48, 0.84)
C (-0.09, 1.37, 1.77)
O (-0.57, 0.26, 1.83)
H (-0.40, 4.12, -0.64)
H (0.51, 1.78, 2.65)

ORCA calculation (the ωB97M-V functional and the def2-TZVPD basis) on an isolated molecule of C16H22N8O at a distorted geometry.

Properties
Kohn-Sham gap in eV: 7.771
HOMO in eV: -7.50

Positions of all 47 atoms, in Å:
C (1.52, -1.20, 2.07)
C (0.78, -0.14, 1.26)
N (0.97, -0.45, -0.18)
C (1.41, 0.44, -1.13)
N (1.68, 1.65, -0.72)
N (2.24, 2.54, -1.66)
C (2.42, 3.90, -1.16)
C (2.40, 2.26, -3.01)
O (2.74, 3.16, -3.76)
C (1.94, 0.98, -3.54)
C (2.00, 0.58, -4.90)
C (1.54, -0.71, -5.20)
C (1.07, -1.57, -4.22)
N (1.05, -1.20, -2.95)
C (1.49, 0.03, -2.58)
C (-0.75, 0.05, 1.49)
C (-1.56, -1.20, 1.06)
C (-2.89, -1.37, 1.38)
N (-3.18, -2.56, 0.80)
C (-4.47, -3.28, 0.85)
N (-2.08, -3.13, 0.21)
N (-1.12, -2.34, 0.40)
N (-1.18, 0.62, 2.83)
C (-0.99, 2.07, 2.99)
C (-1.09, -0.27, 4.02)
H (1.36, -1.04, 3.16)
H (1.22, -2.21, 1.81)
H (2.59, -1.09, 1.87)
H (1.23, 0.81, 1.54)
H (0.56, -1.27, -0.58)
H (2.43, 3.95, -0.05)
H (3.36, 4.30, -1.50)
H (1.65, 4.60, -1.54)
H (2.36, 1.26, -5.67)
H (1.57, -1.10, -6.22)
H (0.69, -2.52, -4.44)
H (-1.06, 0.79, 0.74)
H (-3.50, -0.65, 1.91)
H (-5.12, -2.88, 0.09)
H (-4.97, -3.16, 1.81)
H (-4.30, -4.37, 0.67)
H (0.11, 2.31, 3.04)
H (-1.45, 2.41, 3.91)
H (-1.38, 2.60, 2.16)
H (-2.08, -0.33, 4.55)
H (-0.33, 0.05, 4.70)
H (-0.87, -1.28, 3.70)

ORCA calculation (the ωB97M-V functional and the def2-TZVPD basis) on a cluster of 2 separate species, C4H11N2O in total at a distorted geometry.

Properties
Total charge: +1
Relative energy (zero: lowest compared OMol25 entry of this formula, charge and spin) in kcal per mole: 142.0
Kohn-Sham gap (alpha / beta) in eV: 9.930 / 9.214
HOMO (alpha / beta) in eV: -14.46 / -13.57

Positions of all 18 atoms, in Å:
C (-1.19, -1.21, -0.96)
C (-1.03, -0.26, 0.12)
C (2.21, -0.53, -0.14)
C (1.28, 0.61, 0.23)
N (-2.08, 1.86, -0.01)
N (0.07, 0.11, 0.97)
O (-1.82, -1.32, 0.33)
H (-1.85, -0.97, -1.79)
H (-0.45, -1.97, -1.16)
H (2.58, -1.04, 0.74)
H (1.73, -1.26, -0.79)
H (3.06, -0.13, -0.67)
H (0.93, 1.14, -0.65)
H (1.80, 1.32, 0.87)
H (-2.80, 1.68, 0.68)
H (-2.52, 1.80, -0.92)
H (-0.27, 0.86, 1.59)
H (0.35, -0.69, 1.57)

ORCA calculation (the ωB97M-V functional and the def2-TZVPD basis) on a structure of composition C26H30N6O4PS2Ti.

Properties
Total charge: +3
Kohn-Sham gap in eV: 5.547
HOMO in eV: -15.52

Positions of all 70 atoms, in Å:
Ti (0.02, -0.22, 0.74)
C (3.84, -2.80, 3.71)
O (3.28, -1.96, 2.65)
C (2.03, -1.66, 2.61)
O (1.62, -0.90, 1.69)
N (1.17, -2.12, 3.53)
N (-0.18, -1.74, 3.43)
H (4.90, -2.86, 3.48)
H (3.40, -3.79, 3.66)
H (3.69, -2.32, 4.67)
H (1.47, -2.72, 4.28)
H (-0.46, -1.30, 4.29)
H (-0.75, -2.58, 3.32)
O (-1.57, 1.44, -4.19)
C (-2.67, 1.58, -3.43)
C (-3.86, 2.09, -3.95)
C (-4.97, 2.22, -3.14)
C (-4.92, 1.84, -1.80)
C (-3.75, 1.34, -1.28)
C (-2.60, 1.20, -2.07)
C (-1.39, 0.68, -1.49)
O (-1.43, 0.38, -0.15)
N (-0.26, 0.49, -2.07)
N (0.70, 0.03, -1.18)
C (1.87, -0.14, -1.78)
S (2.02, 0.16, -3.46)
C (3.69, -0.56, -3.59)
C (4.43, -0.33, -2.29)
S (3.27, -0.69, -0.93)
H (-1.75, 1.72, -5.10)
H (-3.90, 2.37, -4.99)
H (-5.88, 2.61, -3.56)
H (-5.80, 1.95, -1.18)
H (-3.71, 1.04, -0.24)
H (4.19, -0.07, -4.42)
H (3.59, -1.62, -3.82)
H (4.75, 0.70, -2.18)
H (5.28, -0.99, -2.18)
C (0.56, 1.84, 3.85)
P (-0.40, 1.68, 2.32)
C (-2.07, 2.30, 2.60)
C (0.42, 2.57, 1.00)
C (1.79, 2.34, 0.81)
C (2.45, 2.92, -0.27)
C (1.74, 3.72, -1.16)
C (0.37, 3.94, -0.98)
C (-0.29, 3.37, 0.09)
H (1.53, 1.35, 3.75)
H (0.01, 1.39, 4.68)
H (0.72, 2.90, 4.08)
H (-2.04, 3.36, 2.87)
H (-2.53, 1.74, 3.41)
H (-2.66, 2.17, 1.69)
H (2.37, 1.74, 1.51)
H (3.51, 2.77, -0.40)
H (2.25, 4.18, -1.99)
H (-0.17, 4.57, -1.67)
H (-1.35, 3.55, 0.22)
N (-2.43, -6.87, -1.59)
C (-2.05, -5.88, -1.17)
C (-1.58, -4.64, -0.63)
C (-0.21, -4.37, -0.58)
C (0.21, -3.16, -0.08)
N (-0.66, -2.23, 0.38)
C (-1.97, -2.50, 0.34)
C (-2.48, -3.68, -0.16)
H (0.51, -5.09, -0.94)
H (1.26, -2.90, -0.06)
H (-2.64, -1.72, 0.69)
H (-3.54, -3.85, -0.19)

ORCA calculation (the ωB97M-V functional and the def2-TZVPD basis) on a structure of composition C41H41N6O7SY at a distorted geometry.

Properties
Total charge: +2
Relative energy (zero: lowest compared OMol25 entry of this formula, charge and spin) in kcal per mole: 0.0
Kohn-Sham gap in eV: 6.944
HOMO in eV: -12.97

Positions of all 97 atoms, in Å:
Y (0.08, -1.00, 1.20)
C (1.78, 5.44, 4.72)
C (1.68, 4.25, 3.82)
C (2.24, 4.20, 2.58)
C (2.18, 3.03, 1.77)
C (2.78, 2.96, 0.51)
N (3.29, 3.96, -0.17)
C (4.07, 3.84, -1.40)
C (3.36, 4.33, -2.67)
C (2.46, 3.30, -3.37)
N (1.07, 3.31, -2.94)
C (0.49, 2.34, -2.26)
C (-0.86, 2.20, -1.94)
C (-1.88, 3.04, -2.46)
C (-3.19, 2.87, -2.11)
C (-4.29, 3.71, -2.68)
C (-3.49, 1.86, -1.17)
C (-2.55, 1.03, -0.60)
C (-3.01, 0.11, 0.43)
N (-2.28, -0.54, 1.25)
C (-2.94, -1.41, 2.23)
C (-2.76, -0.91, 3.66)
C (-1.33, -1.01, 4.20)
N (-0.42, -0.14, 3.45)
C (0.04, 0.88, 4.07)
C (0.87, 1.94, 3.52)
C (0.99, 3.09, 4.26)
C (1.51, 1.84, 2.24)
O (1.49, 0.79, 1.53)
C (-1.16, 1.13, -1.01)
O (-0.26, 0.37, -0.58)
H (2.26, 6.28, 4.21)
H (2.37, 5.21, 5.61)
H (0.79, 5.77, 5.05)
H (2.79, 5.07, 2.23)
H (2.82, 1.98, 0.05)
H (3.24, 4.88, 0.23)
H (4.37, 2.80, -1.50)
H (4.98, 4.42, -1.25)
H (4.15, 4.60, -3.38)
H (2.81, 5.25, -2.47)
H (2.85, 2.29, -3.22)
H (2.48, 3.48, -4.44)
H (0.50, 4.07, -3.27)
H (1.15, 1.56, -1.90)
H (-1.62, 3.81, -3.18)
H (-3.91, 4.46, -3.37)
H (-4.84, 4.23, -1.89)
H (-5.01, 3.09, -3.22)
H (-4.53, 1.74, -0.87)
H (-4.10, 0.02, 0.51)
H (-2.49, -2.41, 2.13)
H (-4.00, -1.51, 1.99)
H (-3.39, -1.53, 4.30)
H (-3.12, 0.11, 3.74)
H (-0.96, -2.03, 4.11)
H (-1.33, -0.74, 5.26)
H (-0.24, 1.03, 5.12)
H (0.52, 3.13, 5.24)
O (5.73, -3.70, 2.78)
C (4.84, -2.71, 2.90)
O (4.70, -2.10, 3.92)
C (4.05, -2.35, 1.68)
C (4.47, -1.67, 0.55)
N (3.37, -1.38, -0.17)
N (2.25, -1.86, 0.41)
C (2.66, -2.45, 1.53)
C (1.68, -3.20, 2.41)
O (2.09, -4.11, 3.09)
O (0.47, -2.76, 2.32)
H (5.60, -4.20, 1.96)
H (5.45, -1.37, 0.23)
H (3.32, -0.98, -1.08)
O (-0.78, -2.51, -0.34)
S (-2.14, -3.00, -0.80)
C (-1.94, -4.77, -1.01)
C (-3.09, -5.54, -1.01)
C (-2.98, -6.91, -1.19)
C (-1.72, -7.48, -1.34)
C (-0.58, -6.70, -1.31)
C (-0.69, -5.32, -1.15)
C (-2.26, -2.46, -2.51)
C (-1.11, -2.19, -3.23)
C (-1.22, -1.77, -4.54)
C (-2.48, -1.63, -5.12)
C (-3.62, -1.90, -4.39)
C (-3.52, -2.31, -3.06)
H (-4.07, -5.08, -0.87)
H (-3.86, -7.53, -1.20)
H (-1.63, -8.55, -1.47)
H (0.39, -7.15, -1.41)
H (0.19, -4.69, -1.11)
H (-0.14, -2.30, -2.75)
H (-0.34, -1.57, -5.13)
H (-2.56, -1.31, -6.15)
H (-4.60, -1.79, -4.84)
H (-4.41, -2.52, -2.48)